Entry from the OMol25 dataset: a cluster of 2 separate species, C3H11N2O4 in total (ωB97M-V with the def2-TZVPD basis set).

XYZ file:
```
20
Properties=species:S:1:pos:R:3:forces:R:3
C 1.843 1.465 0.371 0.355 0.191 0.371
C -2.312 0.064 -0.097 -0.034 0.076 0.084
C 1.050 -0.862 -0.158 -0.072 0.012 -0.682
N -3.204 -0.735 -0.678 -0.320 -0.257 0.188
N 1.072 0.621 -0.557 -0.478 -0.145 -0.006
O -2.412 0.068 1.226 -0.320 -0.100 0.325
O -1.481 0.723 -0.718 0.048 0.242 -0.244
O 0.402 -0.938 1.041 -0.006 0.046 0.347
O 2.334 -1.321 -0.059 0.279 0.099 0.157
H 1.825 2.495 0.028 -0.063 0.004 -0.057
H 1.400 1.412 1.364 -0.046 0.003 -0.119
H 2.873 1.117 0.425 -0.068 0.004 -0.060
H -3.891 -1.194 -0.100 0.029 0.019 -0.139
H -3.282 -0.788 -1.680 0.101 0.122 0.126
H 0.019 0.881 -0.569 0.651 -0.158 -0.055
H 1.438 0.722 -1.506 -0.072 -0.120 0.120
H -1.771 0.659 1.646 -0.007 -0.067 -0.338
H 0.448 -1.363 -0.931 0.209 0.153 0.157
H 1.040 -1.141 1.742 -0.032 -0.057 -0.127
H 2.608 -1.885 -0.790 -0.154 -0.068 -0.050
```
Positions in Å, forces in eV/Å.

Properties
E_LUMO (eV): -2.9263
DFT total energy (eV): -14454.5444
Energy relative to the best compared isomer or geometry (same formula, charge and spin) (eV): 0.000
Strongest force on any atom (eV/A): 0.686
Total charge: +1